This record from the OMol25 dataset describes a cluster of 3 separate species, C4H13O3 in total at a distorted geometry. The level of theory is wB97M-V/def2-TZVPD.

Values from the calculation:
LUMO: 0.1373 Ha
highest occupied orbital energy: -0.1430 Eh
energy: -385.9132 Ha

ORCA input file:
```
! RIJCOSX wB97M-V def2-TZVPD def2/J DEFGRID3
* xyz -1 1
C 0.58376 -0.17081 0.46353
O 1.27615 0.31664 -0.62976
C -0.76440 -1.01346 0.09187
C -2.09614 -0.43648 0.52378
C -2.60424 -1.04535 1.84547
H 1.28674 -0.93128 0.84955
H 0.15021 0.64687 1.06224
H -0.56832 -2.07757 0.36505
H -0.73839 -1.24153 -0.98702
H -2.85031 -0.60032 -0.24464
H -1.90280 0.63555 0.65746
H -3.22605 -0.36746 2.45637
H -1.70960 -1.24867 2.44890
H -3.37487 -1.80672 1.65926
H 3.84523 0.29092 0.09676
H 2.78337 0.09532 -0.97725
O 3.79233 0.20613 -0.86023
H 0.33751 1.30217 -1.30950
H -0.89196 2.19476 -0.67620
O -0.48650 1.91442 -1.50757
*
```